49
Properties=species:S:1:pos:R:3 method="wB97M-V/def2-TZVPD" charge=+2 spin_multiplicity=7 homo_lumo_gap_ev="7.732 / 8.078" mol_weight_g_mol=449.42 homo_ha="-0.5515 / -0.5530" energy_ha=-1979.54396
C 2.34 3.22 -0.19
H 2.29 4.33 -0.16
H 3.01 2.94 -1.01
H 2.74 2.88 0.77
C 0.94 2.59 -0.44
H 1.09 1.62 -0.94
H 0.45 2.34 0.51
C 0.03 3.55 -1.23
H -1.06 3.38 -1.15
H 0.17 4.55 -0.78
H 0.29 3.61 -2.30
C -1.08 -2.08 -1.13
C -1.48 -1.10 -2.11
C -0.29 -0.39 -2.52
C 0.82 -0.93 -1.80
C 0.33 -1.95 -0.92
C 1.21 -2.70 0.03
C 2.26 -0.55 -1.96
C -0.17 0.64 -3.60
C -2.88 -0.78 -2.51
C -1.99 -2.99 -0.37
Tb -0.79 0.07 -0.19
H 2.85 -0.83 -1.08
H 2.73 -1.04 -2.84
H 2.37 0.54 -2.10
H 2.05 -2.07 0.35
H 0.65 -2.98 0.93
H 1.65 -3.63 -0.39
H -2.89 -2.45 -0.03
H -2.32 -3.85 -0.97
H -1.48 -3.38 0.53
H -2.90 0.04 -3.24
H -3.35 -1.65 -2.98
H -3.53 -0.47 -1.66
H 0.41 1.53 -3.29
H 0.34 0.19 -4.47
H -1.16 0.98 -3.93
S -2.42 0.38 1.98
C -1.20 0.09 3.17
N -1.42 -0.95 4.04
C -0.51 -1.34 4.99
C 0.67 -0.63 5.12
C 0.96 0.40 4.21
C 0.00 0.80 3.28
H -2.32 -1.44 3.96
H -0.81 -2.17 5.62
H 1.40 -0.94 5.87
H 1.93 0.89 4.22
H 0.09 1.73 2.70